Entry P
Entry from the Open Molecules 2025 dataset: a structure of composition C58H92BN11OPS4Ti (ωB97M-V/def2-TZVPD).

Values from the calculation:
Total charge   +1
Kohn-Sham gap (alpha / beta)   7.007 / 7.006 eV
E_HOMO (alpha / beta)   -9.09 / -9.09 eV

CARTESIAN COORDINATES (ANGSTROEM)
C -2.38420 0.95635 -4.60261
H 1.28482 1.40473 -6.38462
S 0.02675 2.02297 0.71738
C 0.09364 -2.54172 -4.45591
H 1.08180 9.31761 -0.03993
H 5.87392 1.77017 -0.02149
H 0.09597 7.87640 -1.89487
H 1.85837 -5.02742 4.59126
C 2.34227 -5.25317 -1.73910
H 3.59158 -5.33871 4.46814
C -3.40168 6.99915 -3.48215
N -2.50874 -1.25169 2.65079
C 0.29707 -1.82171 6.10830
C -4.24683 5.86463 -4.06388
H 3.51661 -5.26061 1.21970
P -0.39053 -0.86746 -3.77757
H 0.30699 -3.65605 -6.28211
H 5.20475 -6.97949 -2.26928
C 5.05411 -4.84181 -2.15550
H -4.26336 3.75293 -4.45156
H 0.60587 -2.29777 7.03948
C 0.86030 5.30445 -0.78858
H 3.28368 -1.92347 3.08166
H 5.15588 3.13990 -1.97185
H -4.58484 4.09145 -1.96232
N -0.58675 5.32316 -0.91957
C -3.13611 -2.71203 4.82377
C -0.24043 -2.77889 -5.93144
H 2.22389 8.02684 0.31487
N -2.63998 4.63724 -1.60009
H 4.60109 -2.74857 -1.99172
C 0.80126 -4.80596 1.58537
Ti 0.16049 -0.21885 -0.76232
H -5.59468 -3.72190 4.41842
C -0.42938 -3.73748 -3.65509
H -0.59164 -6.56436 0.23799
H -3.66324 7.95401 -3.93657
C 1.97877 -2.82841 -1.53344
C -3.66318 4.46604 -3.88087
H 1.62306 3.15429 -3.00425
C 2.67442 -5.21305 3.89145
H 2.34408 -0.70923 7.52822
H -2.88350 -2.42801 -4.06360
H 2.48034 -6.15641 3.38191
H 1.28424 -5.40549 -1.57901
H -1.07575 -5.35889 -0.98184
C -5.27047 -3.09241 3.58935
H -0.78537 -1.89542 6.03497
C 1.24092 -1.87888 -1.34013
C 4.54592 -6.13366 -2.12618
N 0.11125 0.10092 2.52526
H -1.85925 -0.81826 -5.69184
C 3.11404 2.32407 -1.90582
H 1.15475 -5.82410 1.67406
C -3.78200 -1.24274 2.90414
C -4.28818 -2.02826 4.09946
H -2.33782 6.82719 -3.65973
C -1.31235 4.45185 -1.64303
H 4.80822 -4.67970 2.27457
H -4.85006 1.86720 -0.06557
H -0.28655 0.62162 -6.48300
H -6.16054 -2.64759 3.14337
C 2.84493 -3.95074 -1.75527
H 4.34416 -0.98112 1.12067
S -0.60493 3.22035 -2.57064
H 5.41437 0.35008 1.64139
H -4.32817 -0.29394 5.41393
H -2.97557 5.42965 -1.07587
C -1.04446 -5.58728 0.08478
H -3.52215 -3.24579 5.69249
H 2.93246 0.74482 -4.43894
H 1.77277 3.80606 2.32078
H 2.75545 -2.66658 4.58003
H -1.07652 6.08249 -0.47347
H 1.18120 -2.53689 -4.33080
H -3.38490 2.89270 -2.42241
H 2.54643 0.77343 6.60262
C 1.12107 7.74678 -1.53595
C 2.26623 -0.09898 -4.25021
H -1.48782 -3.91150 -3.84765
H -0.29588 -3.61040 -2.58599
C 0.74066 -0.36143 6.11810
C 3.18841 -6.33564 -1.91929
H 0.71437 -2.37170 5.26850
H -2.08214 -5.61894 0.42074
C 4.21104 -3.75864 -1.97196
H -2.51398 1.28516 -3.57246
H 0.23261 1.42807 7.28437
S -1.64896 -2.58932 -0.55706
H -2.40005 -1.98271 5.15350
C 2.21347 -0.26369 6.54183
C 0.75141 2.23646 3.35091
C 3.85167 -4.41458 1.82186
C 2.73576 0.73683 -0.28288
H -5.73948 -0.50469 2.31887
C 0.73167 0.50115 -6.11820
N 0.21389 -0.46240 3.74545
C -3.61475 3.95568 -2.44624
C -4.68768 -0.53309 2.06892
H -1.30269 -2.99781 -6.05191
H -0.10527 -0.09868 8.08788
H 2.62684 6.20447 -1.57168
H 2.38310 -0.41707 -3.21373
H 1.10016 5.51145 0.25572
H 2.86423 -0.78726 5.84184
C -0.28454 -4.53399 0.82393
C 4.47726 2.46075 -1.48137
C -0.12513 0.41034 7.12378
H 3.71745 0.27950 2.18644
H -3.33644 1.08903 -5.12184
S -2.26639 0.55097 -0.84180
H 4.38239 -2.99630 3.97965
H -1.16251 0.45980 6.79017
N 4.01557 0.87276 0.20117
C -5.00454 -1.07502 5.06356
C 1.51355 -3.75349 2.22380
C 1.54580 6.29053 -1.72455
H 0.00562 -1.95028 -6.58947
H -4.37259 6.03811 -5.13428
H 4.00873 -3.57517 1.14281
H 2.78644 -7.33964 -1.90374
H 0.50097 7.77678 0.56306
N 1.07610 -2.52917 2.19392
N -2.05873 -0.63763 1.53563
C -3.10308 -1.36293 -4.03383
H 1.33798 5.98319 -2.75368
H 0.58724 1.23864 -4.12424
C 4.39992 0.07823 1.36268
N -0.02378 -2.26311 1.46394
O 1.97696 -0.07009 0.29321
H -1.65722 1.62323 -5.06412
H -2.62083 -3.42095 4.17594
H -5.10921 0.39491 -0.97743
H -5.36244 -1.62839 5.93245
C 0.59651 0.27560 4.74518
H -5.86739 -0.59550 4.60077
C 2.83909 -4.04374 2.91179
C 3.34638 -2.82902 3.68116
H -3.26265 -1.08592 -2.98914
H 3.21643 3.80461 -3.29144
H 2.60269 -0.92145 -4.88402
C 1.23609 8.24112 -0.09757
H 0.10662 -4.63629 -3.96985
C 1.02195 3.68577 3.10444
N 2.29671 1.44685 -1.33235
H 1.74069 8.37510 -2.17869
B -0.50179 -0.77740 1.38136
H 6.11026 -4.67963 -2.32106
H 1.36492 4.17231 4.01535
C -2.84754 -0.01925 0.64520
H -4.03670 -1.20205 -4.57696
H -5.25223 5.89724 -3.63279
C 0.82529 0.28139 -4.60540
C 4.87126 1.72327 -0.42479
C -4.24533 0.08896 0.95174
C 0.32350 1.39788 2.26814
H 1.19509 -0.32031 -6.66253
C 0.88893 1.65651 4.56581
C -0.63863 -3.15874 0.67115
C -5.15783 0.82458 0.02358
H -4.79747 -3.72919 2.84091
H 1.22210 2.24710 5.40916
N 2.63583 3.09206 -2.88589
H -3.54625 7.11710 -2.40650
H 1.18506 4.28742 -0.99575
H 0.12077 4.18791 2.74823
H -2.65256 4.42402 -4.29568
C -1.98686 -0.51290 -4.64985
H -6.18419 0.78363 0.38247

Results of the Mulliken charge analysis, in e, for atoms 1 through 99: number 1, C, carries -1.375; number 2, H, carries 0.427; number 3, S, carries 0.293; number 4, C, carries 0.658; number 5, H, carries 0.396; number 6, H, carries 0.549; number 7, H, carries 0.107; number 8, H, carries 0.316; number 9, C, carries -0.011; number 10, H, carries 0.496; number 11, C, carries -0.877; number 12, N, carries -0.854; number 13, C, carries -1.508; number 14, C, carries -0.895; number 15, H, carries 0.269; number 16, P, carries 1.098; number 17, H, carries 0.441; number 18, H, carries 0.411; number 19, C, carries -0.752; number 20, H, carries 0.529; number 21, H, carries 0.529; number 22, C, carries 0.777; number 23, H, carries -0.191; number 24, H, carries 0.528; number 25, H, carries 0.640; number 26, N, carries -0.083; number 27, C, carries -1.641; number 28, C, carries -1.905; number 29, H, carries 0.281; number 30, N, carries -0.094; number 31, H, carries 0.500; number 32, C, carries -0.180; number 33, Ti, carries -0.876; number 34, H, carries 0.468; number 35, C, carries -0.707; number 36, H, carries 0.413; number 37, H, carries 0.440; number 38, C, carries 0.618; number 39, C, carries -0.346; number 40, H, carries -0.583; number 41, C, carries -2.024; number 42, H, carries 0.505; number 43, H, carries 0.288; number 44, H, carries 0.396; number 45, H, carries 0.503; number 46, H, carries 0.332; number 47, C, carries -1.764; number 48, H, carries 0.334; number 49, C, carries -0.125; number 50, C, carries -0.648; number 51, N, carries 0.441; number 52, H, carries 0.870; number 53, C, carries 0.852; number 54, H, carries 0.366; number 55, C, carries 0.180; number 56, C, carries 2.322; number 57, H, carries 0.144; number 58, C, carries -0.386; number 59, H, carries 0.587; number 60, H, carries 0.257; number 61, H, carries 0.426; number 62, H, carries 0.358; number 63, C, carries -0.006; number 64, H, carries 0.166; number 65, S, carries 0.172; number 66, H, carries 0.451; number 67, H, carries 0.278; number 68, H, carries 0.329; number 69, C, carries -2.003; number 70, H, carries 0.597; number 71, H, carries 0.535; number 72, H, carries 0.254; number 73, H, carries 0.263; number 74, H, carries 0.362; number 75, H, carries 0.021; number 76, H, carries -0.712; number 77, H, carries 0.352; number 78, C, carries -0.467; number 79, C, carries -1.805; number 80, H, carries 0.400; number 81, H, carries -0.708; number 82, C, carries 2.580; number 83, C, carries -0.918; number 84, H, carries 0.087; number 85, H, carries 0.374; number 86, C, carries -0.247; number 87, H, carries -0.086; number 88, H, carries 0.363; number 89, S, carries -0.129; number 90, H, carries -0.133; number 91, C, carries -1.619; number 92, C, carries 0.900; number 93, C, carries -1.454; number 94, C, carries -0.870; number 95, H, carries 0.395; number 96, C, carries -1.960; number 97, N, carries -0.293; number 98, C, carries 0.030; number 99, C, carries -1.052

***

Entry Q
Entry from the Open Molecules 2025 dataset: a structure of composition C58H92BN11OPS4Ti (ωB97M-V/def2-TZVPD).

Values from the calculation:
Total charge   +1
Kohn-Sham gap   7.070 eV
E_HOMO   -9.32 eV

CARTESIAN COORDINATES (ANGSTROEM)
H -2.84826 6.51433 1.22318
H -1.54216 3.48035 -1.77067
H -3.90388 2.43000 2.37531
C 3.63353 2.66117 4.61355
H -0.66324 -4.80906 -3.08898
H -5.83016 -0.24150 -1.05393
C 2.23960 1.43616 3.18844
H 3.33016 -5.37565 -3.74825
S 0.03104 -1.64749 2.22140
H 4.30969 -3.97130 -5.63555
H 5.57290 3.11417 3.89552
C 2.31500 -3.73736 -4.76144
H 1.61759 -5.21112 -3.34976
H -5.98299 5.57549 3.11343
C -2.61094 -3.44189 -0.11159
H -1.49648 -2.16115 -3.66477
H -4.02729 4.45976 1.92036
C -0.21656 -6.46945 0.60738
H -1.99531 -3.43188 3.13625
C -1.93473 -3.32447 -1.33732
H 4.68995 5.02879 0.25213
S 3.35975 -1.38750 2.00091
H -4.39785 -1.12378 4.51461
B 1.36209 -1.88307 -0.22355
H -1.88419 1.67915 4.98336
C -2.54480 0.53149 -1.43249
H -2.70535 -2.98790 -4.66105
H 2.76296 2.97685 -2.18605
C 4.62189 -3.94609 3.11982
H -0.07621 2.88534 -3.26706
H -3.68029 -0.33700 0.16471
H -5.30360 8.01381 3.53668
H -3.83745 1.50826 -4.41299
H 3.73985 3.14151 5.57570
C -2.71226 6.07919 2.21898
C 2.53525 4.93002 0.03570
H 2.51713 5.50248 -2.68020
H 4.17326 4.62072 -1.38172
C 0.91734 -3.41776 -5.29769
H -2.00074 -0.04618 4.65629
C -1.30566 0.45884 -0.71878
C 1.29034 -6.70003 0.43143
C -2.68733 -3.08324 2.36999
H 4.08368 3.40984 -0.10794
N 1.60077 -4.33345 0.14756
N -3.07008 4.67180 2.15507
C 3.29965 -3.67814 -5.92998
H 4.33789 -1.84266 -4.70968
H -0.56095 -5.66636 -0.04387
C 1.78800 3.46013 -2.32213
S -0.70212 3.83861 3.05022
H 2.09827 -5.88174 -4.91283
H -0.45665 -6.20296 1.63931
H -5.91112 0.68596 -3.34683
H -4.11169 -5.05274 -1.80926
H 5.06715 1.32211 0.68326
N -0.14100 -2.40444 -0.28918
N -0.71338 -2.83795 -1.40028
H 2.78349 -8.09643 1.20745
H -4.67336 8.07186 1.90933
H 3.33992 -2.68803 -6.38686
H 4.97365 -4.91700 3.46305
C -0.26558 0.37056 -0.09135
H -1.93596 -5.87183 -2.49699
C -3.80724 1.10425 -3.40962
C -0.28062 4.71245 -0.48764
H 0.43712 2.27767 4.92666
H -2.90669 7.70304 3.60129
C -2.30141 3.64382 2.56741
H 5.59464 0.24485 -2.21768
C -0.74393 -2.41707 0.90949
C 1.99903 4.69558 -3.19789
C -2.01946 -3.01107 1.03733
C 1.72989 -7.84562 1.34280
C 2.98579 -0.78229 -1.82203
H 5.46414 -3.37681 2.72490
H 6.21549 2.22103 1.64227
C -2.53811 -3.78921 -2.65383
H -1.16344 6.63121 -0.91203
H 1.55852 -7.61782 2.39667
C 3.86968 -0.79456 -2.93463
H 0.91458 -2.46254 -5.82798
H 1.62340 2.68084 6.19429
H -0.30477 4.97711 0.57498
C -3.51556 6.86494 3.25588
H -0.76077 -7.38139 0.35540
C -5.84715 6.32295 2.32791
C 2.34458 -5.13826 -4.15292
H 4.47705 1.24562 -3.12565
C -0.36069 6.00138 -1.30542
H -1.24059 1.22226 2.68843
N 2.09316 -1.77689 -1.66230
H 2.53578 4.18867 2.07543
H -1.69026 1.39600 -3.19630
N 3.15399 1.48269 2.20979
H 0.55380 6.59206 -1.28827
C -1.73172 -5.00594 -3.13197
H 2.63788 -7.22649 -1.19984
C -2.60211 1.04976 -2.72814
H 2.97028 -4.37642 -6.69952
H 1.34554 2.13992 -3.98098
N -2.90438 2.43637 2.51243
H -5.80513 -0.08420 4.71155
C 4.35976 1.98186 2.45820
H -3.67123 6.22054 4.12669
H 1.22845 -6.27211 -1.67902
N 2.07933 -3.13365 0.49578
H 1.43022 5.52872 1.83009
H 1.05210 5.09075 -3.56002
H 1.15067 -8.73686 1.10044
H -1.54452 2.98579 -0.07771
H 0.59828 -4.19370 -5.99583
H -3.02072 -2.09034 2.68202
H 1.04349 -7.98713 -1.28740
C -4.97148 0.64121 -2.81263
O 1.19198 0.78566 2.96463
C 0.89440 2.44360 -3.03242
H -3.55017 -3.74647 2.33239
H -2.42312 4.44000 -0.58999
H 2.59398 4.43140 -4.07636
H 4.23493 -3.38079 3.96901
N 2.43916 2.05185 4.38945
P 1.27372 3.68766 -0.54508
N 5.29547 1.83812 1.52333
H 3.16863 5.83402 1.89786
H -4.62234 -3.38390 -2.14603
C 3.94780 4.47230 -0.32616
C 1.57178 -7.06925 -1.02474
S 3.08143 0.51501 -0.72174
H 5.50787 0.08234 -3.98241
C 2.40534 5.13612 1.54439
H -0.60475 5.79169 -2.34666
H -5.52594 5.81184 1.41638
H -4.86636 -0.01443 3.22815
H 3.41504 -6.21181 2.21639
H 0.72238 1.55569 -2.42125
C -2.45998 0.92458 4.44148
N 1.90973 -2.72619 -2.59283
C 3.04960 -5.31638 1.73445
C 2.98396 -2.95352 1.46846
C 3.69113 -1.78342 -3.84652
C 4.92526 0.25182 -3.07915
C 2.01430 -5.40086 0.77405
C -1.51664 3.84905 -0.74391
H 2.34697 5.89069 -0.45182
C -3.72335 0.06875 -0.83903
C -3.90370 0.94362 4.93818
C -4.92517 0.12141 -1.52474
C -2.29627 1.18806 2.94822
C -3.99886 -4.21054 -2.49433
C -4.85435 7.39953 2.75353
H -3.90323 0.82012 6.02348
H -2.00457 -5.26562 -4.15617
H -3.20899 -1.86099 -3.39231
C 3.56067 -4.10545 2.08260
H 1.29982 0.97405 5.78532
H -4.33587 1.93375 4.75981
H -1.64896 6.11141 2.44765
H -4.38548 -4.52676 -3.46408
C 2.64458 -2.71392 -3.68071
C -4.79149 -0.12547 4.31321
C 1.37553 1.98750 5.39516
H -3.60336 -3.86931 -0.07764
C -2.47822 -2.62849 -3.65539
H 0.19957 -3.35424 -4.49024
C 4.62343 2.64430 3.69500
H -6.82477 6.75122 2.10917
Ti 1.44893 0.08945 1.02167
H -2.73821 0.38803 2.34803

Results of the Mulliken charge analysis, in e, for atoms 1 through 99: number 1, H, carries 0.187; number 2, H, carries 0.459; number 3, H, carries 0.447; number 4, C, carries -0.331; number 5, H, carries -0.057; number 6, H, carries 0.481; number 7, C, carries -0.708; number 8, H, carries 0.435; number 9, S, carries -0.773; number 10, H, carries 0.457; number 11, H, carries 0.508; number 12, C, carries 2.564; number 13, H, carries -0.183; number 14, H, carries 0.253; number 15, C, carries -1.077; number 16, H, carries 0.215; number 17, H, carries 0.085; number 18, C, carries -1.443; number 19, H, carries 0.400; number 20, C, carries 0.167; number 21, H, carries 0.474; number 22, S, carries -0.498; number 23, H, carries 0.225; number 24, B, carries -0.092; number 25, H, carries 0.079; number 26, C, carries 0.783; number 27, H, carries 0.415; number 28, H, carries -0.341; number 29, C, carries -1.805; number 30, H, carries 0.468; number 31, H, carries 0.364; number 32, H, carries 0.403; number 33, H, carries 0.469; number 34, H, carries 0.507; number 35, C, carries -0.414; number 36, C, carries 0.290; number 37, H, carries 0.403; number 38, H, carries 0.263; number 39, C, carries -1.507; number 40, H, carries 0.410; number 41, C, carries 0.446; number 42, C, carries 2.593; number 43, C, carries -2.080; number 44, H, carries 0.318; number 45, N, carries -0.091; number 46, N, carries 0.212; number 47, C, carries -2.403; number 48, H, carries 0.608; number 49, H, carries -0.101; number 50, C, carries 1.270; number 51, S, carries -0.232; number 52, H, carries 0.447; number 53, H, carries 0.416; number 54, H, carries 0.382; number 55, H, carries 0.431; number 56, H, carries 0.038; number 57, N, carries 1.212; number 58, N, carries -0.904; number 59, H, carries 0.429; number 60, H, carries 0.262; number 61, H, carries 0.476; number 62, H, carries 0.405; number 63, C, carries -0.210; number 64, H, carries 0.355; number 65, C, carries -1.005; number 66, C, carries 1.596; number 67, H, carries 0.033; number 68, H, carries 0.334; number 69, C, carries 0.105; number 70, H, carries 0.287; number 71, C, carries 1.570; number 72, C, carries -2.019; number 73, C, carries 0.244; number 74, C, carries -2.395; number 75, C, carries -0.154; number 76, H, carries 0.302; number 77, H, carries 0.228; number 78, C, carries 2.297; number 79, H, carries 0.317; number 80, H, carries 0.486; number 81, C, carries 0.298; number 82, H, carries 0.464; number 83, H, carries 0.348; number 84, H, carries -0.849; number 85, C, carries -0.882; number 86, H, carries 0.521; number 87, C, carries -1.066; number 88, C, carries -1.251; number 89, H, carries 0.195; number 90, C, carries -1.791; number 91, H, carries -1.083; number 92, N, carries 0.539; number 93, H, carries 0.207; number 94, H, carries 0.308; number 95, N, carries 0.688; number 96, H, carries 0.310; number 97, C, carries -1.502; number 98, H, carries 0.386; number 99, C, carries 0.156

***

The structures above, arranged from the most stable to the least stable: entry Q, entry P.